Model A:
84
Properties=species:S:1:pos:R:3 method="wB97M-V/def2-TZVPD" mol_weight_g_mol=692.74 homo_lumo_gap_ev="1.548 / 1.469" spin_multiplicity=3 total_charge=+1
Pt 3.9277 2.1714 7.5899
C 1.5341 -0.4401 0.7955
C 1.9000 0.8006 1.5577
C 1.0016 2.0181 1.2588
O 2.1528 0.5558 2.9184
H 2.2631 -1.2489 0.8458
H 1.3959 -0.2334 -0.2658
H 0.6029 -0.8465 1.1902
H 2.8279 1.2510 1.2052
H 1.0910 2.3600 0.2277
H 1.4286 2.8226 1.8576
H -0.0139 1.6987 1.4931
C 3.1901 -6.5115 -4.1795
O 4.1640 -6.6834 -4.8787
N 2.0398 -7.2106 -4.2363
C 0.8536 -6.9613 -3.4145
C 1.8561 -8.1664 -5.2946
H 3.0827 -5.7360 -3.4054
H 0.1719 -7.7224 -3.0350
H 0.0476 -6.5620 -4.0302
H 0.9359 -6.1345 -2.7090
H 2.7786 -8.4751 -5.7864
H 1.3788 -9.0149 -4.8043
H 1.2046 -7.7217 -6.0469
C 4.6252 7.7242 3.3670
O 4.8369 6.6409 3.9881
N 4.9977 7.8658 2.0904
C 4.5109 8.8901 1.2196
C 5.7871 6.8807 1.3283
H 3.9491 8.5141 3.7292
H 3.8162 9.6029 1.6639
H 4.0021 8.3609 0.4139
H 5.3977 9.3172 0.7512
H 6.6764 7.2936 0.8522
H 6.1931 6.2480 2.1177
H 5.1570 6.3237 0.6349
C -3.0837 1.4283 -4.6266
O -2.7642 2.5772 -4.8096
N -4.1699 1.0005 -3.8774
C -4.2776 -0.4828 -3.8021
C -5.0755 1.7719 -3.0939
H -2.5636 0.5218 -4.9729
H -4.2289 -0.7726 -2.7525
H -3.5794 -1.0558 -4.4122
H -5.2473 -0.8931 -4.0839
H -5.4862 2.5417 -3.7472
H -5.9155 1.1495 -2.7856
H -4.4776 2.1927 -2.2854
C 0.4335 -5.8822 5.7082
O 0.8333 -6.9798 5.2057
N -0.6923 -5.7674 6.3459
C -1.2720 -4.4051 6.6752
C -1.6259 -6.8794 6.6626
H 1.0941 -5.0080 5.6012
H -1.9094 -3.9703 5.9054
H -0.4766 -3.6639 6.7522
H -1.8406 -4.3624 7.6042
H -2.6062 -6.6181 6.2640
H -1.3235 -7.7388 6.0641
H -1.5927 -7.0237 7.7425
C -8.5520 3.3662 4.2783
O -7.9616 3.7057 3.2471
N -8.2606 2.3848 5.1539
C -9.1104 2.2469 6.3494
C -7.1403 1.3907 5.0431
H -9.4183 3.9719 4.5865
H -9.9985 2.8704 6.4521
H -8.6021 2.4366 7.2949
H -9.4307 1.2077 6.4239
H -7.5105 0.3717 4.9303
H -6.5603 1.4918 4.1258
H -6.4579 1.4396 5.8917
C 4.7735 -0.0779 -8.0963
O 4.3534 -0.0143 -9.2261
N 4.9023 0.9889 -7.2815
C 5.4453 0.8626 -5.9039
C 4.5073 2.3564 -7.6931
H 5.2593 -0.9852 -7.7053
H 6.1196 0.0066 -5.9281
H 4.6192 0.6215 -5.2349
H 5.8475 1.8332 -5.6137
H 4.2489 2.2808 -8.7493
H 3.7152 2.7958 -7.0868
H 5.2947 3.0963 -7.5497

Model B:
84
Properties=species:S:1:pos:R:3 method="wB97M-V/def2-TZVPD" mol_weight_g_mol=692.74 homo_lumo_gap_ev="6.219 / 4.991" spin_multiplicity=3 total_charge=+1
Pt 4.5760 0.5706 -0.5133
C 0.1360 0.9999 1.1003
C 1.4486 0.2877 1.0668
C 1.1634 -1.2091 0.7768
O 2.3582 0.9428 0.1794
H -0.3632 0.7909 0.1542
H 0.1715 2.0634 1.3365
H -0.4896 0.5600 1.8770
H 1.8667 0.2356 2.0720
H 0.3381 -1.5677 1.3919
H 2.0736 -1.8027 0.6917
H 0.7426 -1.2710 -0.2268
C -2.1233 1.1526 -2.7564
O -1.8894 0.8002 -3.9303
N -2.9139 2.2236 -2.4544
C -2.9195 2.8140 -1.1451
C -3.5118 2.9962 -3.5409
H -1.6578 0.7928 -1.8258
H -2.3512 2.1287 -0.5161
H -3.9516 2.8568 -0.7973
H -2.3628 3.7498 -1.1948
H -3.5367 2.5514 -4.5358
H -4.5051 3.2387 -3.1633
H -2.9286 3.8965 -3.7343
C -4.2838 0.3834 2.1036
O -4.8922 1.0319 1.2193
N -3.4521 -0.6485 1.8789
C -3.1802 -1.1127 0.5379
C -3.0279 -1.4843 2.9295
H -4.3765 0.3842 3.2007
H -3.9846 -1.7876 0.2454
H -2.2300 -1.6465 0.5246
H -3.0748 -0.3311 -0.2145
H -3.7087 -2.3254 3.0606
H -2.0584 -1.7828 2.5307
H -2.7970 -0.9094 3.8263
C 3.3561 -0.9979 -3.1738
O 3.7826 -0.8348 -2.0409
N 2.3974 -0.2934 -3.7774
C 2.2300 -0.4229 -5.2194
C 1.7555 0.7994 -3.0689
H 3.6557 -1.8120 -3.8519
H 2.7747 -1.2443 -5.6849
H 2.3842 0.5400 -5.7066
H 1.1615 -0.6194 -5.3079
H 1.6846 0.5244 -2.0165
H 2.3125 1.7247 -3.2165
H 0.7647 0.8768 -3.5166
C 1.4758 5.0150 1.1277
O 1.4717 5.9796 0.3352
N 1.0275 5.0714 2.3853
C 1.0456 3.8251 3.1605
C 0.4533 6.2200 3.1091
H 1.8230 3.9993 0.8825
H 1.3084 2.9555 2.5582
H 0.0356 3.7186 3.5564
H 1.7238 3.9196 4.0086
H 1.0647 6.4664 3.9771
H 0.4396 7.1201 2.4945
H -0.5666 6.0214 3.4385
C 0.8311 -4.4477 5.4033
O 0.0977 -4.8748 4.5066
N 2.0401 -3.8718 5.0472
C 3.0306 -3.2777 5.9180
C 2.5044 -3.6868 3.6410
H 0.6277 -4.4112 6.4847
H 2.6628 -3.4289 6.9329
H 3.2757 -2.2423 5.6815
H 3.9576 -3.8447 5.8316
H 2.5434 -2.6417 3.3339
H 3.5312 -4.0076 3.4652
H 1.8431 -4.2537 2.9857
C 0.6583 -3.8882 -4.1616
O 1.0928 -4.0834 -5.2707
N -0.2691 -2.9742 -3.8460
C -0.7799 -2.6493 -2.4941
C -0.8358 -2.0273 -4.8785
H 0.9625 -4.4263 -3.2505
H -0.5547 -1.6112 -2.2498
H -0.2019 -3.2016 -1.7532
H -1.8378 -2.8881 -2.3848
H -0.5414 -2.3425 -5.8795
H -1.9239 -2.0682 -4.9277
H -0.5803 -0.9764 -4.7428

Stability check: which of them is most stable? model B.

Model A:
7
Properties=species:S:1:pos:R:3 method="wB97M-V/def2-TZVPD" mol_weight_g_mol=85.04 homo_lumo_gap_ev=7.448 total_charge=-1 smiles="O=CC1=C([O-])O1"
O 1.6230 -0.3722 -1.7299
C 0.5787 -0.4882 -1.0679
C 0.1098 0.0486 0.1214
C -0.7391 0.4523 1.1513
O -1.7742 0.4317 1.8158
O 0.3478 1.2332 1.0806
H -0.1460 -1.3055 -1.3713

Model B:
7
Properties=species:S:1:pos:R:3 method="wB97M-V/def2-TZVPD" mol_weight_g_mol=85.04 homo_lumo_gap_ev=8.069 total_charge=-1 smiles="O=C=CC(=O)[O-]"
O -1.1233 1.8983 -0.0876
C -0.1092 1.2872 0.0146
C 0.7329 0.3490 0.0745
C -0.2449 -0.9725 -0.0445
O -0.4258 -1.5189 1.0283
O -0.6016 -1.2156 -1.1830
H 1.7720 0.1724 0.1979

Model C:
7
Properties=species:S:1:pos:R:3 method="wB97M-V/def2-TZVPD" mol_weight_g_mol=85.04 homo_lumo_gap_ev=7.330 total_charge=-1
C -0.5676 0.3814 -1.1557
C 1.1387 0.1591 0.0423
C 0.5416 -0.5572 1.0992
O 0.3015 -1.6612 1.6004
O 0.5203 0.7072 1.3714
O -0.5743 -0.1009 -2.2368
H -1.3602 1.0716 -0.7208

Stability check: which of them is most stable? model B.

Model A:
21
Properties=species:S:1:pos:R:3 method="wB97M-V/def2-TZVPD" mol_weight_g_mol=143.17 homo_lumo_gap_ev=8.397 total_charge=+1 smiles="CN(C=O)/N=N/C=[N+](C)C"
C -3.3321 1.2883 -0.4730
N -2.4630 0.2401 -0.2508
C -2.8799 -0.8490 0.5115
O -2.1335 -1.7341 0.7484
N -1.2132 0.5145 -0.5143
N -0.1750 -0.2134 -0.3079
C 1.0486 -0.3407 -0.7244
N 2.1396 -0.1759 0.0078
C 2.0763 -0.0803 1.4761
C 3.3868 -0.5556 -0.6489
H -3.4082 2.0902 0.3569
H -2.8641 1.8309 -1.3381
H -4.4072 1.1015 -0.9038
H -3.9435 -0.6874 0.7941
H 1.2361 -0.4984 -1.8404
H 2.0157 1.0354 1.8730
H 1.0467 -0.4780 1.7076
H 2.8614 -0.5471 1.8645
H 4.2609 -0.0874 -0.0778
H 3.4663 -1.7017 -0.6589
H 3.2813 -0.1518 -1.6016

Model B:
21
Properties=species:S:1:pos:R:3 method="wB97M-V/def2-TZVPD" mol_weight_g_mol=143.17 homo_lumo_gap_ev=8.694 total_charge=+1
C 1.1019 0.5739 1.2021
C 1.0041 1.6568 2.0973
C 0.0796 0.7703 0.2586
C -0.9821 0.6912 -2.0589
C -0.3051 0.0594 -0.9178
N -0.0380 2.4614 1.7737
N -0.5905 1.9166 0.6892
N -0.1264 -1.3994 -1.0450
N 0.4133 -2.9590 0.9975
O -1.2086 2.0076 -2.0547
H 1.7240 -0.2121 1.0392
H 1.7446 1.9415 2.8047
H -0.2403 0.5027 -3.0020
H -1.9676 0.2065 -2.2578
H -1.3802 2.4331 0.4599
H -0.3514 -1.8431 -1.9053
H 0.2881 -1.8512 -0.0307
H -0.3618 -3.6078 0.9478
H 0.2253 -2.4651 1.8388
H 1.4018 -3.4088 1.1142
H -0.4309 2.5257 -1.9511

Stability check: which of them is most stable? model B.

Model A:
11
Properties=species:S:1:pos:R:3 method="wB97M-V/def2-TZVPD" mol_weight_g_mol=152.27 homo_lumo_gap_ev=6.555 total_charge=0
C 0.4582 -0.2679 0.4097
C 0.2392 -0.9715 1.6489
N 0.4814 0.9441 0.3093
N -0.5351 0.3838 -2.7533
S -0.0210 0.3112 2.9717
S 0.2900 1.9502 1.6054
S -0.2114 -1.0732 -2.1231
H -0.7305 -1.6074 1.3144
H 0.9314 -1.6797 2.0255
H 0.2900 1.0024 -3.1624
H -1.1923 1.0079 -2.2462

Model B:
11
Properties=species:S:1:pos:R:3 method="wB97M-V/def2-TZVPD" mol_weight_g_mol=152.27 homo_lumo_gap_ev=7.783 total_charge=0
C 0.5253 0.2715 -0.2432
C 1.9338 0.5409 0.0080
N 0.1221 -0.8886 -0.6068
N -0.3211 -1.8231 -1.0509
S -0.7521 1.5661 -0.2557
S -3.2551 -0.2624 1.2504
S -2.3972 0.4817 -0.5859
H 2.1578 0.4586 1.0825
H 2.1320 1.5404 -0.4446
H 2.4076 -0.3462 -0.5782
H -2.5530 -1.5389 1.4245

Model C:
11
Properties=species:S:1:pos:R:3 method="wB97M-V/def2-TZVPD" mol_weight_g_mol=152.27 homo_lumo_gap_ev="6.949 / 6.953" total_charge=0
C 1.4996 0.1533 -0.1369
C 0.5777 -1.0475 -0.0772
N -0.6315 -0.5562 0.3667
N -1.2000 0.3675 -0.3964
S 3.0882 -0.1988 0.2136
S 0.7455 1.6498 -0.3309
S -2.4912 1.2235 0.2468
H 0.4405 -1.4174 -1.0289
H 1.1700 -1.9105 0.5190
H -0.7699 -0.4891 1.3273
H -2.4288 2.2255 -0.7032

Stability check: which of them is most stable? model B.